Model a:
A 2-piece molecular cluster, C3H11N3 overall. Source: OMol25; level of theory: ωB97M-V/def2-TZVPD.

Output
2S+1: 2
Total charge: -1
HOMO level (alpha / beta) in Eh: 0.05453 / -0.17082
Expectation value of S²: 0.7506

Last column: Löwdin charge in e.
Geometry (Å):
N (1.62510, 1.70843, -0.43939)  0.001
N (0.00290, -1.23419, 0.88824)  -0.179
N (-0.15257, 2.81846, -1.38875)  -0.052
C (1.05554, 2.21520, -1.46857)  -0.743
C (-0.87832, -1.58316, 2.04248)  -0.193
C (-0.50348, -1.86150, -0.34033)  -0.214
H (-1.91974, -1.34478, 1.86758)  0.057
H (0.90501, -1.61178, 1.13235)  0.073
H (-0.38193, -1.29343, -1.27632)  0.046
H (-1.59376, -1.92831, -0.25404)  0.057
H (-0.49523, 3.53904, -2.02069)  -0.059
H (1.47600, 2.52075, -2.43728)  0.032
H (-0.72599, -2.64266, 2.24610)  0.053
H (2.64153, 1.69893, -0.49144)  -0.023
H (-0.57431, 2.86627, -0.47310)  0.029
H (-0.46785, -1.04742, 2.90095)  0.060
H (-0.01289, -2.81983, -0.48778)  0.053



Model b:
An isolated ion of composition C3H11N3 and charge -1. Source: OMol25; level of theory: ωB97M-V/def2-TZVPD.

Output
2S+1: 2
Total charge: -1
HOMO level (alpha / beta) in Eh: 0.05196 / -0.18055
Expectation value of S²: 0.7504

Last column: Löwdin charge in e.
Geometry (Å):
N (2.55459, -0.01878, -1.37788)  -0.017
N (0.37946, -0.13709, -0.20227)  -0.091
N (-1.87823, -1.11545, 1.19809)  -0.099
C (1.73835, 0.39139, -0.24178)  -0.378
C (-1.97862, 0.12805, 0.39885)  -0.572
C (-0.65225, 0.81620, 0.16685)  -0.350
H (-2.31797, -0.20660, -0.58457)  0.048
H (2.06071, 0.31462, -2.19534)  0.047
H (0.37537, -1.06457, 0.17265)  0.073
H (-0.81900, 1.41945, -0.73950)  0.082
H (-0.33433, 1.50193, 0.96180)  0.081
H (2.51027, -1.01854, -1.44425)  0.038
H (1.66000, 1.47921, -0.24034)  0.097
H (-2.74076, 0.79891, 0.80826)  0.019
H (2.22858, 0.12716, 0.70737)  0.099
H (-2.63220, -1.74516, 0.92477)  -0.051
H (-2.02675, -0.86864, 2.17885)  -0.028



Most stable structure, least stable structure: model b, model a.



Model a:
A 2-piece molecular cluster, C5H14N2O2 overall. Source: OMol25; level of theory: ωB97M-V/def2-TZVPD.

Output
Total charge: 0
HOMO level in Eh: -0.33469
Structure (SMILES): CCCNCC(N)=O.O

Last column: Löwdin charge in e.
Geometry (Å):
O (0.91847, 0.70102, -2.45387)  0.049
O (1.06640, 2.14999, 2.70949)  -0.078
N (-0.91755, -0.82896, -0.22352)  -0.044
N (-0.84321, 1.83137, -1.72754)  0.165
C (-0.19541, 0.65900, -1.96318)  -0.569
C (0.36345, -1.03400, 1.84757)  -0.228
C (0.17436, -2.59888, 1.77131)  -0.110
C (0.28854, -0.40672, 0.46389)  -0.270
C (-0.93044, -0.64455, -1.70009)  -0.125
H (0.31217, 2.42688, 3.28481)  0.058
H (0.57656, -2.87844, 0.77665)  0.078
H (-0.51327, -1.39650, -2.38473)  0.120
H (0.38403, 0.67412, 0.64070)  0.083
H (0.80570, -2.99422, 2.55720)  0.062
H (-1.57684, 2.01856, -1.07645)  0.099
H (1.30276, -0.89988, 2.38579)  0.106
H (1.17621, -0.60072, -0.14535)  0.125
H (-0.21784, 2.59786, -1.93823)  0.111
H (-0.81355, -3.03350, 1.80042)  0.058
H (-0.45242, -0.72482, 2.52114)  0.108
H (0.47884, 1.80842, 2.00175)  0.006
H (-1.23000, -1.74961, 0.02798)  0.086
H (-1.96580, -0.61230, -2.04712)  0.111



Model b:
C5H14N2O2 as an isolated structure. Source: OMol25; level of theory: ωB97M-V/def2-TZVPD.

Output
Total charge: 0
HOMO level in Eh: -0.25489

Last column: Löwdin charge in e.
Geometry (Å):
O (-1.29199, -2.67930, 0.41404)  -0.292
O (1.07002, 1.13025, 1.45801)  -0.044
N (0.74594, 1.71731, -0.76892)  0.061
N (1.51099, -1.36712, -0.00501)  0.165
C (0.28098, -0.98224, -0.41044)  -0.415
C (-0.03362, -1.08096, -1.86837)  -0.012
C (-0.77856, -0.83830, 0.51607)  -0.063
C (0.12183, 1.16368, 0.38437)  -0.518
C (-1.11351, 1.95184, 0.75247)  -0.057
H (-0.59520, -0.83104, 1.57947)  0.108
H (1.62834, 1.25572, -0.95954)  0.076
H (0.95060, 2.70876, -0.63930)  0.086
H (0.59545, 1.01236, 2.29041)  0.087
H (-0.86019, 3.00281, 0.95193)  0.086
H (1.78665, -1.18309, 0.94869)  0.113
H (2.25485, -1.42001, -0.68224)  0.109
H (-1.84133, 1.92041, -0.05848)  0.086
H (-0.39515, -0.12324, -2.24381)  0.084
H (0.83143, -1.37679, -2.46607)  0.085
H (-0.82167, -1.82035, -2.01488)  0.092
H (-1.75148, -0.56167, 0.14862)  0.111
H (-0.70702, -3.16373, 1.01505)  -0.029
H (-1.58734, 1.56473, 1.65795)  0.080



Most stable structure, least stable structure: model a, model b.